18
Properties=species:S:1:pos:R:3:forces:R:3 method="wB97M-V/def2-TZVPD" relative_energy_kcal_mol=95.2 charge=+1 smiles=CN1C[N@@H+](C)[C@@H]1O e_homo_ev=-14.4 fmax_ha_per_bohr=0.1196 lumo_ev=-3.3 molar_mass_g_mol=103.145
C 1.733 -1.296 0.604 0.3163 3.7594 0.3133
N 0.875 -0.685 -0.406 0.5274 -0.1090 -0.1785
C -0.548 -0.928 -0.268 0.8662 -0.1517 -1.4586
N -0.851 0.498 -0.307 -0.4417 1.3718 -4.1586
C -1.799 0.980 0.669 -0.8193 0.9363 1.0895
C 0.692 0.729 -0.293 -1.1978 -0.1143 -6.0332
O 0.950 1.467 -1.595 -0.2826 -0.3531 3.4965
H 2.011 -2.246 0.451 0.5910 -3.6587 -1.4354
H 2.736 -0.736 0.464 -1.6479 -0.5636 1.3734
H 1.131 -1.367 1.541 1.2133 0.7932 0.1791
H -1.018 -1.418 -1.112 -0.1708 -0.7528 0.4267
H -0.711 -1.249 0.714 -0.9744 -1.2207 1.2312
H -1.127 0.753 -1.345 0.5654 -0.2185 2.6225
H -2.743 1.425 0.309 0.5819 -0.5322 -0.5674
H -2.038 0.084 1.244 -0.1472 0.7821 0.6821
H -1.320 1.816 1.189 -0.1187 -0.5008 0.5501
H 1.034 1.295 0.497 0.9378 1.2254 1.6705
H 0.993 0.881 -2.356 0.2013 -0.6929 0.1967